Below is a gas-phase ion, C5H9N2O (charge +1), with properties calculated with ωB97M-V/def2-TZVPD.

```
! wB97M-V def2-TZVPD RIJCOSX def2/J DEFGRID3
* xyz 1 1
C 1.1879 -0.5913 -1.2444
C -1.9525 -0.3622 -0.3944
C 1.6267 -1.0173 0.1432
C -0.6614 0.4486 -0.3712
C -0.9305 1.7909 0.1372
N 0.1559 0.0700 -1.2530
N 0.4941 -0.7685 1.0662
O -2.0571 -1.5351 -0.1048
H 1.9401 -0.7771 -1.9435
H -2.6145 0.2463 -0.8828
H 1.9300 -2.0583 0.1657
H 2.6681 -0.5040 0.3495
H -1.9525 2.0318 0.3207
H -0.5204 2.5885 -0.4977
H -0.3227 1.9494 1.0063
H 0.2167 -1.4752 1.7962
H 0.7918 -0.0366 1.7068
*
```

## Properties
HOMO energy, eV: -14.59
Energy above the lowest of the compared OMol25 structures with the same formula, charge and spin, kcal per mole: 84.0
Energy, eV: -10348.9764
SMILES: CC(C=O)=[N+]=CCN

Below is a molecular structure, C29H38AuNO2P2Si, with properties calculated with ωB97M-V/def2-TZVPD.

```
! wB97M-V def2-TZVPD RIJCOSX def2/J DEFGRID3
* xyz 2 3
Au -0.0858 0.6090 -0.1064
P -0.4505 2.4382 1.3597
C -0.1162 4.0789 0.6258
C 0.5734 4.0676 -0.6348
N 0.7670 2.8774 -1.3115
C 1.7680 2.7479 -2.1899
C 2.5440 3.8475 -2.5850
C 2.1863 5.1163 -2.1170
C 1.1545 5.2509 -1.2026
C 2.0390 1.3356 -2.6958
P 0.5650 0.2825 -2.4118
H 0.7948 6.2158 -0.8354
H 3.3697 3.6939 -3.2777
H 2.7231 5.9948 -2.4563
H 2.3048 1.2903 -3.7618
H 2.8525 0.8413 -2.1422
H -2.8268 3.9884 -0.6245
H -0.8694 4.9196 0.7100
H -3.2711 1.5640 -1.7544
O -3.6942 3.8007 -0.9667
H -3.7854 4.4430 -1.7002
H -1.8555 0.6618 -1.1225
O -2.9419 0.6385 -1.6894
H -3.5383 0.0752 -1.1185
C -0.5769 0.9482 -3.6593
H -0.0139 0.9723 -4.6033
H -1.4602 0.3084 -3.8086
H -0.8665 1.9778 -3.4075
C 0.9260 -1.3989 -2.9967
H 0.0694 -2.0619 -2.7897
H 1.1007 -1.3728 -4.0853
H 1.8244 -1.7868 -2.4921
C 0.8764 2.5938 2.5845
H 0.6320 3.4639 3.2028
H 1.0739 1.7256 3.2105
H 1.7716 2.8449 2.0077
C -2.0451 2.3301 2.2350
H -2.1762 1.3514 2.7173
H -2.0845 3.0997 3.0149
H -2.8899 2.5005 1.5521
C -3.5637 -3.7586 -1.4041
C -3.7498 -2.5729 -0.6843
C -2.6639 -1.9733 -0.0388
C -1.3726 -2.5311 -0.1431
C -1.2167 -3.7522 -0.8077
C -2.3038 -4.3570 -1.4484
Si 0.0359 -1.6192 0.7152
C -0.2493 -1.8965 2.5516
C -0.3920 -0.8407 3.4586
C -0.5753 -1.1060 4.8234
C -0.6067 -2.4276 5.2824
C -0.4655 -3.4869 4.3776
C -0.2918 -3.2211 3.0153
C 1.8419 -2.0836 0.4866
C 2.7843 -1.2145 1.0706
C 4.1529 -1.4889 1.0003
C 4.5972 -2.6392 0.3377
C 3.6700 -3.4927 -0.2714
C 2.2995 -3.2091 -0.2116
H -4.4129 -4.2356 -1.8985
H -4.7533 -2.1475 -0.5982
H -2.8272 -1.1358 0.6516
H -0.2537 -4.2621 -0.7922
H -2.1525 -5.2966 -1.9843
H -0.3597 0.1924 3.1014
H -0.6875 -0.2814 5.5312
H -0.7417 -2.6386 6.3435
H -0.4836 -4.5208 4.7205
H -0.1878 -4.0440 2.3053
H 2.4513 -0.2999 1.5674
H 4.8654 -0.8067 1.4702
H 5.6638 -2.8705 0.2989
H 4.0002 -4.3951 -0.7930
H 1.5805 -3.8624 -0.7075
*
```

## Properties
HOMO energy (alpha / beta), eV: -12.26 / -13.43
Energy above the lowest of the compared OMol25 structures with the same formula, charge and spin, kcal per mole: 37.3
Energy, eV: -66406.4271

Below is C21H27ClN2O5 in the gas phase, with properties calculated with ωB97M-V/def2-TZVPD.

```
! wB97M-V def2-TZVPD RIJCOSX def2/J DEFGRID3
* xyz 0 1
C -1.8709 -5.1142 4.3905
O -0.9187 -4.0740 4.6066
C -1.0319 -3.0348 3.7259
C -0.2216 -3.0064 2.5888
C 0.7532 -4.1191 2.3242
C -0.3266 -1.9269 1.7251
C -1.1972 -0.8751 1.9832
C -1.2252 0.2635 1.0093
O -0.9743 0.1001 -0.1751
N -1.5302 1.4822 1.5234
C -1.4515 2.6773 0.6988
C -0.0142 3.1451 0.4973
C 0.0864 4.3868 -0.3642
O -0.4969 4.1151 -1.6234
C -0.0166 4.9374 -2.6664
C -0.5821 4.4075 -3.9715
N -0.3479 2.9757 -4.1240
C 0.9548 2.5311 -4.1736
O 1.8402 3.1100 -4.7660
C 1.1380 1.2441 -3.5090
C 1.2192 0.2323 -2.8679
C 1.2973 -0.9787 -2.0667
C 1.9387 -2.1886 -2.7574
C 2.3662 -3.0503 -1.5652
O 2.4093 -2.1883 -0.4198
C 2.2011 -0.8482 -0.8413
C -1.9960 -0.9039 3.1180
C -1.9089 -1.9843 3.9791
Cl -2.9029 -2.0214 5.3999
H -1.6691 -5.8782 5.1366
H -2.8898 -4.7429 4.5149
H -1.7589 -5.5406 3.3905
H 1.4345 -3.8341 1.5238
H 1.3306 -4.3486 3.2193
H 0.2377 -5.0360 2.0307
H 0.2942 -1.8975 0.8387
H -1.5183 1.5867 2.5234
H -1.9013 2.4492 -0.2651
H -2.0499 3.4573 1.1737
H 0.4465 3.3535 1.4675
H 0.5506 2.3393 0.0233
H -0.4230 5.2392 0.1071
H 1.1402 4.6604 -0.4918
H -0.3229 5.9815 -2.5228
H 1.0793 4.9018 -2.6933
H -1.6589 4.5697 -4.0122
H -0.1264 4.9374 -4.8065
H -0.9035 2.4292 -3.4801
H 0.2929 -1.2244 -1.7145
H 1.2529 -2.7053 -3.4261
H 2.8028 -1.8623 -3.3370
H 1.6472 -3.8455 -1.3552
H 3.3478 -3.5038 -1.7174
H 3.1482 -0.3667 -1.1117
H 1.7335 -0.2956 -0.0275
H -2.7076 -0.1177 3.3327
*
```

## Properties
HOMO energy, eV: -9.23
Energy above the lowest of the compared OMol25 structures with the same formula, charge and spin, kcal per mole: 44.4
Energy, eV: -47953.9267
SMILES: COc1c(C)cc(C(=O)NCCCOCCNC(=O)C#C[C@H]2CCOC2)cc1Cl